Density functional theory data (ωB97M-V with the def2-TZVPD basis set) for 6 unconnected molecules or ions with the total composition C32H48N2O20PS.

**Spin multiplicity**: 1
**Frontier orbital gap**: 6.301 eV
**Charge**: -1
**Max |F|**: 7.99 eV/Å
**Molecular weight**: 843.771 u

Element x y z (Å)
N: 2.06591 -3.43172 3.04269
P: 1.02832 -2.15857 2.87252
N: 1.59711 -1.08015 1.58318
C: 2.58347 -0.03806 2.05705
C: 3.94456 -0.70562 2.75346
C: 5.29328 0.25654 2.54139
S: 5.26578 1.82649 3.56142
O: 3.85551 2.46811 3.68187
O: 5.89895 1.62243 4.97978
O: 6.27950 2.96096 2.74307
C: 0.49991 -0.41334 0.80152
C: -0.92136 -0.19887 1.57430
C: -0.82157 0.80373 2.90945
C: -0.18432 2.31091 2.79195
C: -0.16548 3.23442 4.14608
C: -0.79781 2.59901 5.53510
C: -1.44667 1.10036 5.68207
C: -1.45464 0.15596 4.31541
C: 0.37252 -1.20856 -0.64396
O: -0.30754 -0.55574 -1.61170
O: 0.98484 -2.51602 -0.92790
H: 2.82839 -3.37541 2.33294
H: 1.10069 -1.39968 4.12423
H: -0.26864 -2.76131 2.64866
H: 2.99541 0.57794 1.12179
H: 2.11172 0.72858 2.80804
H: 4.16877 -1.67367 2.09616
H: 3.72262 -0.94360 3.87656
H: 5.49960 0.45201 1.40195
H: 6.19702 -0.41344 2.93794
H: 5.63646 3.55764 2.24711
H: 0.89918 0.67713 0.52306
H: -1.51819 -1.18754 1.81484
H: -1.62353 0.40430 0.81891
H: 0.22568 2.63811 1.72641
H: 0.30591 4.31441 4.05593
H: -0.76054 3.27244 6.49953
H: -1.88457 0.62475 6.66170
H: -1.90456 -0.94820 4.31787
C: 2.88695 3.65192 -2.54886
C: 2.62656 3.62146 -1.05677
C: 1.82787 4.79018 -0.56539
O: 2.22981 4.88177 0.78996
C: 3.50193 4.38205 0.84463
O: 4.24245 4.48411 1.80778
O: 3.83415 3.75676 -0.32549
H: 3.38064 4.58368 -2.84561
H: 3.55967 2.83692 -2.83548
H: 1.95448 3.55370 -3.11269
H: 2.16600 2.66751 -0.77275
H: 0.74988 4.62274 -0.64143
H: 2.08027 5.73290 -1.06366
C: 0.49844 -4.77411 5.37014
C: -0.51861 -4.16924 6.31608
C: -1.27256 -5.18866 7.11460
O: -2.48188 -4.51026 7.40488
C: -2.67717 -3.62474 6.38082
O: -3.71296 -3.01147 6.18715
O: -1.55831 -3.52189 5.60102
H: 0.02895 -5.49580 4.69285
H: 0.94241 -3.99689 4.73947
H: 1.29711 -5.27872 5.92199
H: -0.03839 -3.42335 6.96095
H: -0.75239 -5.46842 8.03495
H: -1.51397 -6.09578 6.54932
C: -5.89856 -3.22050 3.81642
C: -6.45541 -4.62386 3.94115
C: -5.54570 -5.67912 3.38966
O: -6.45308 -6.71352 3.05260
C: -7.64222 -6.09978 2.76932
O: -8.59672 -6.65174 2.24898
O: -7.61682 -4.78446 3.14323
H: -5.65141 -2.98372 2.77583
H: -6.64377 -2.48455 4.13574
H: -4.99909 -3.09878 4.42730
H: -6.73112 -4.83004 4.98244
H: -4.81387 -6.02704 4.12400
H: -5.02073 -5.37136 2.47841
C: 2.00349 2.44172 -8.31010
C: 2.20425 2.87954 -6.87375
C: 1.04454 3.64642 -6.31496
O: 1.65838 4.42900 -5.30615
C: 2.95040 4.62561 -5.70990
O: 3.72123 5.41746 -5.19487
O: 3.26120 3.81947 -6.77011
H: 1.78402 3.29746 -8.95779
H: 2.91723 1.98118 -8.69985
H: 1.18401 1.72128 -8.39054
H: 2.45890 2.01605 -6.24738
H: 0.27709 2.99421 -5.88890
H: 0.57797 4.32329 -7.03942
C: -2.93695 -0.42012 -10.69165
C: -2.70312 0.90258 -9.99103
C: -1.76241 1.80941 -10.72452
O: -1.24064 2.61153 -9.67987
C: -1.29123 1.84408 -8.54874
O: -0.74424 2.12863 -7.49693
O: -2.03293 0.71374 -8.75550
H: -1.99221 -0.94334 -10.87515
H: -3.54388 -1.08178 -10.06493
H: -3.44849 -0.27353 -11.64762
H: -3.66089 1.39463 -9.78282
H: -2.27100 2.42527 -11.47147
H: -0.92931 1.28161 -11.20206

=====

Density functional theory data (ωB97M-V with the def2-TZVPD basis set) for a molecular structure, C32H49BrCoN4O2SSb.

**Spin multiplicity**: 5
**Frontier orbital gap (spin up / spin down)**: 7.596 / 6.214 eV
**Charge**: +2
**Max |F|**: 0.77 eV/Å
**Energy relative to the best compared isomer or geometry (same formula, charge and spin)**: 0.258 eV
**<S²>**: 6.01
**Molecular weight**: 814.434 u

Element x y z (Å)
Co: -0.61010 -0.66779 -0.42716
O: 3.25029 -0.95684 1.93942
C: 3.37313 0.38521 2.14316
C: 4.37825 0.82342 2.99309
C: 4.52928 2.17849 3.24303
C: 3.67547 3.10191 2.65172
C: 2.69278 2.65973 1.77970
C: 2.52845 1.30351 1.50784
C: 1.61666 0.76189 0.43038
O: 0.79010 -0.26995 0.89115
N: 0.78164 1.82564 -0.16231
N: -0.43200 1.43279 -0.57524
C: -1.26935 2.22901 -1.12217
C: -2.61383 1.80105 -1.46160
Br: -2.87836 -0.10405 -1.42957
C: -3.66550 2.55313 -1.79500
C: -3.75812 4.01495 -1.74798
C: -4.63211 4.64324 -2.63833
C: -4.77044 6.01988 -2.63753
C: -4.05823 6.78742 -1.72640
C: -3.21538 6.17272 -0.80989
C: -3.06741 4.79630 -0.81624
H: 2.44407 -1.10856 1.42474
H: 5.04169 0.08937 3.43365
H: 5.32142 2.51460 3.89948
H: 3.79000 4.15928 2.84951
H: 2.05126 3.39095 1.30298
H: 2.27627 0.36890 -0.36046
H: 1.21958 2.60882 -0.62647
H: -1.00785 3.26162 -1.33939
H: -4.55061 2.03891 -2.15527
H: -5.19308 4.04311 -3.34551
H: -5.43997 6.49396 -3.34235
H: -4.17477 7.86286 -1.71635
H: -2.68779 6.76886 -0.07673
H: -2.45440 4.32572 -0.05661
S: 0.10440 -2.22999 -1.93430
C: 0.25727 -3.83874 -1.30437
N: 0.05480 -4.84559 -2.13612
C: 0.20655 -6.26289 -1.77590
C: -0.00258 -6.42455 -0.28038
C: 0.87432 -5.43366 0.46324
N: 0.61003 -4.08415 -0.04944
H: -0.18739 -4.60244 -3.08441
H: 1.19596 -6.61035 -2.07625
H: -0.53454 -6.82849 -2.33536
H: 0.24959 -7.43933 0.02004
H: -1.05137 -6.24996 -0.03322
H: 1.93031 -5.67409 0.32502
H: 0.66407 -5.43959 1.53038
H: 0.80987 -3.28632 0.53091
C: 2.02799 -1.15946 5.64343
C: 0.95789 -0.08529 5.70721
C: -0.07732 -0.37779 6.77716
C: 1.54826 1.31077 5.81962
Sb: -0.02159 -0.02298 3.64042
C: -1.19735 -1.86518 3.28540
C: -1.85815 -1.90524 1.90870
C: -0.18271 -3.00049 3.39733
C: -2.29464 -1.99184 4.34200
C: -1.38296 1.72673 3.52031
C: -2.04526 1.97086 4.87187
C: -2.43842 1.47296 2.45597
C: -0.48782 2.89709 3.12184
H: 2.64316 -1.07617 6.54730
H: 2.68876 -1.04642 4.78648
H: 1.60586 -2.16314 5.63582
H: 0.42206 -0.28182 7.74944
H: -0.45664 -1.39515 6.72084
H: -0.90963 0.32001 6.77984
H: 2.16723 1.34706 6.72346
H: 0.78241 2.07835 5.92302
H: 2.19220 1.55858 4.97637
H: -1.15060 -1.73190 1.08121
H: -2.67045 -1.19162 1.80319
H: -2.26616 -2.90681 1.73502
H: 0.63713 -2.88395 2.68202
H: -0.68299 -3.95888 3.21198
H: 0.26162 -3.05767 4.38971
H: -2.99768 -1.15714 4.30936
H: -1.89209 -2.06383 5.34858
H: -2.86968 -2.90689 4.15799
H: -2.59364 1.10216 5.23893
H: -2.77113 2.78423 4.75578
H: -1.33242 2.28496 5.63174
H: -3.17203 0.73263 2.77672
H: -1.99980 1.15709 1.50799
H: -2.98325 2.40637 2.27008
H: 0.32143 3.06374 3.83462
H: -1.09256 3.81149 3.09036
H: -0.03910 2.74736 2.13580

=====

Density functional theory data (ωB97M-V with the def2-TZVPD basis set) for a molecular structure, C32H49ClNO2PPtS2.

**Spin multiplicity**: 5
**Frontier orbital gap (spin up / spin down)**: 4.520 / 5.182 eV
**Charge**: 0
**Max |F|**: 3.89 eV/Å
**Energy relative to the best compared isomer or geometry (same formula, charge and spin)**: 2.780 eV
**<S²>**: 6.04
**Molecular weight**: 805.388 u

Element x y z (Å)
Pt: -0.35705 -0.54401 1.53002
P: -0.34359 -0.35418 -0.76705
Cl: 2.05572 -0.25754 1.94303
C: -0.90372 0.89195 2.94755
H: -0.02366 0.84001 3.57923
H: -1.76049 0.50183 3.39013
C: 0.92981 -1.40063 -1.68710
C: -0.03897 1.38337 -1.38402
C: 2.35779 -0.90845 -1.44685
H: 0.84222 -2.39087 -1.20805
C: 3.38342 -1.94633 -1.91911
H: 2.51947 0.03390 -1.99056
H: 2.51124 -0.69246 -0.38094
C: 3.16286 -2.31531 -3.39154
H: 4.39589 -1.54359 -1.77279
H: 3.28220 -2.84148 -1.28712
C: 1.70392 -2.65787 -3.72618
H: 3.48900 -1.47415 -4.01948
H: 3.80291 -3.16390 -3.64970
C: 0.71593 -1.61313 -3.19608
H: 1.58263 -2.75345 -4.81523
H: 1.45081 -3.62742 -3.27198
H: 0.86026 -0.66388 -3.73154
H: -0.30646 -1.94110 -3.41898
C: -2.02766 -0.91030 -1.41163
C: 0.13151 1.62865 -2.89319
H: -0.97539 1.86954 -1.05785
C: -0.02355 3.12420 -3.17333
H: 1.13445 1.29910 -3.20576
H: -0.58742 1.06989 -3.50188
C: 0.96506 3.97167 -2.36755
H: 0.11350 3.30907 -4.24557
H: -1.04648 3.42834 -2.91227
C: 1.00823 3.59078 -0.88446
H: 1.97575 3.84660 -2.77484
H: 0.71690 5.03351 -2.45529
C: 1.13106 2.08238 -0.68247
H: 1.82767 4.11091 -0.37369
H: 0.09179 3.94038 -0.38819
H: 2.08603 1.73716 -1.10015
H: 1.17454 1.82328 0.38283
C: -2.14205 -2.44113 -1.38141
H: -2.70620 -0.49965 -0.64263
C: -3.53381 -2.94234 -1.79142
H: -1.39317 -2.87855 -2.05718
H: -1.88951 -2.81435 -0.38032
C: -4.03120 -2.32726 -3.10843
H: -3.50060 -4.03686 -1.88077
H: -4.23922 -2.69309 -0.98560
C: -3.88531 -0.80070 -3.15357
H: -3.47761 -2.77047 -3.94852
H: -5.08336 -2.59341 -3.25762
C: -2.47787 -0.33559 -2.76526
H: -4.11741 -0.43416 -4.16340
H: -4.60391 -0.34517 -2.45778
H: -1.78021 -0.65262 -3.55403
H: -2.45846 0.76160 -2.74571
C: -0.29264 -2.61358 1.69372
C: -0.66737 -1.87173 2.92485
H: -0.03530 -2.87075 0.61619
C: -2.00765 -2.09191 3.54878
H: 0.13124 -1.81484 3.71136
C: -2.08451 -3.55994 3.98749
H: -2.13688 -1.36959 4.34088
H: -2.75194 -1.85230 2.80810
C: -1.34534 -4.43303 3.05816
H: -1.64651 -3.59763 5.00496
H: -3.17654 -3.84280 4.09397
C: 0.01156 -3.84764 2.51237
H: -1.11414 -5.37444 3.49771
H: -1.98187 -4.63342 2.22361
H: 0.76859 -3.59470 3.28468
H: 0.49020 -4.59790 1.88732
O: -0.21935 6.57908 3.03796
S: 0.55499 5.65030 2.28458
O: 1.40513 6.13502 1.22023
N: -0.28969 4.36747 1.75091
C: 0.03586 3.24221 2.37992
S: -1.14657 2.13134 1.81889
C: 1.13661 3.30975 3.32279
C: 1.88960 2.35669 4.01786
C: 2.97611 2.77078 4.81113
C: 3.34460 4.12284 4.84398
C: 2.62152 5.05534 4.11809
C: 1.52483 4.65218 3.38836
H: 1.67769 1.30181 3.90622
H: 3.53256 2.03777 5.37509
H: 4.21412 4.43378 5.43954
H: 2.89281 6.10709 4.08355